Record 1
Here is a molecular structure, C14H40BCl7CsF4LiN3O3P2 in a non-equilibrium geometry from the Open Molecules 2025 dataset. Energies are from the ωB97M-V functional and the def2-TZVPD basis.

XYZ file:
```
76
Properties=species:S:1:pos:R:3:forces:R:3:mulliken_charge:R:1
N -2.878617 -1.953856 3.224730 -1.641 -1.288 -0.255 -0.7754
P -2.331355 -0.445037 2.884355 -1.109 -0.643 1.282 0.1548
P -0.813910 -0.512962 1.308976 2.340 0.966 -2.298 1.3144
N -1.185751 1.124356 0.707781 0.575 1.251 -0.042 -0.7427
H -3.906704 -2.021905 3.057690 1.112 0.319 0.294 0.1766
H -1.801474 0.078982 4.148560 -0.422 0.090 -0.986 0.0419
H -3.439305 0.403141 2.483113 0.689 -0.400 0.486 -0.0420
H 0.215198 0.040439 2.175464 -0.636 -0.312 -0.179 -0.4316
H -0.491535 -1.878762 1.718190 -0.284 -0.389 0.517 -0.4280
H -1.839199 -1.013932 0.395103 -0.552 -0.235 0.297 -0.0664
H 0.170641 -0.679561 0.236672 0.098 -0.226 -0.119 -0.1102
H -1.182649 1.106436 -0.336940 0.111 0.067 1.243 0.1156
H -0.415348 1.756076 1.066039 -1.137 -0.825 -0.852 0.2620
O -2.749298 -5.150632 3.362295 0.558 -1.414 0.196 -0.4389
H -2.205350 -5.124637 4.190291 -0.390 0.380 -0.619 0.4451
H -2.365692 -5.776196 2.696380 -0.306 0.631 0.543 0.4767
H -2.870354 -4.244347 2.980024 0.191 2.152 -0.094 0.4260
B 2.226707 -0.048111 4.876346 -1.024 2.818 -0.201 0.5004
F 2.366613 -1.489256 5.007296 0.982 -0.610 0.032 -0.3940
F 3.541585 0.571466 4.909332 -1.250 -1.352 -0.013 -0.4090
F 1.575939 0.262923 3.614027 1.487 -0.797 2.200 -0.3701
F 1.422694 0.462537 5.974812 1.304 -1.162 -1.541 -0.3685
Li 4.125730 -2.772994 5.098178 -1.039 1.095 -0.049 0.8997
Cl 1.721331 -2.549480 1.128305 0.559 -0.433 0.072 -0.2259
C 3.313080 -2.618935 0.331695 -0.237 0.123 0.082 -0.7307
C 4.139670 -3.804704 0.802784 -0.689 1.481 -0.597 -0.9526
Cl 4.663728 -3.628730 2.496325 0.271 -0.446 0.179 -0.0817
H 3.826792 -1.670423 0.515807 -0.019 -0.223 0.003 0.3402
H 3.125026 -2.700742 -0.743215 0.144 -0.070 0.093 0.3108
H 5.047362 -3.888990 0.197925 0.125 0.041 0.115 0.5754
H 3.584247 -4.743929 0.715223 -0.504 3.965 0.571 0.5000
C 6.369380 -6.900559 4.265286 0.405 -0.040 0.226 -0.4158
O 6.363547 -5.908194 5.274954 0.130 0.278 0.171 -0.5108
H 5.418515 -6.866656 3.728363 -0.026 0.071 0.160 0.0160
H 7.186950 -6.706138 3.566733 -0.041 -0.198 -0.168 0.2658
H 6.492482 -7.885600 4.721982 -0.066 -0.093 -0.274 0.3346
H 7.219076 -5.962344 5.733903 -0.492 0.110 -0.141 0.3153
Cs 4.042586 -6.592364 0.520718 0.768 -4.641 -0.436 1.0273
N -1.474093 1.983231 -2.907938 0.036 -0.129 -0.129 0.0898
C -2.343809 0.958454 -3.176201 -0.030 -0.032 0.059 -0.2246
C -1.994443 0.410497 -4.390239 -0.274 -0.068 0.279 -0.6478
C -0.870807 1.126210 -4.868191 0.325 0.296 0.013 -0.5324
C -0.569034 2.089546 -3.931788 0.096 0.051 -0.069 -0.6196
H -1.496064 2.568765 -2.083135 -0.032 -0.180 -0.250 0.3219
H -3.135683 0.708573 -2.482871 0.422 0.067 -0.282 0.2061
H -2.494082 -0.416247 -4.878280 0.051 0.109 0.092 0.4846
H -0.338635 0.956688 -5.795303 -0.073 0.059 0.149 0.4098
H 0.209374 2.840436 -3.907078 -0.117 -0.101 -0.018 0.5028
C -5.710425 1.786655 -1.107265 -0.150 0.063 0.140 -0.0142
Cl -4.902039 2.968870 -2.150569 -0.135 -0.024 0.160 -0.1011
Cl -5.193902 0.141448 -1.514851 -0.409 0.037 0.196 -0.1335
Cl -5.383853 2.136421 0.598732 -0.061 -0.048 -0.248 -0.1194
H -6.788142 1.860463 -1.273787 0.395 -0.039 -0.025 0.3329
C 2.618243 6.196229 0.124916 0.158 0.037 -0.017 -1.0620
C 1.579344 5.522441 -0.757347 0.125 0.038 0.031 -0.2264
O 2.146085 4.730626 -1.798454 -0.007 -0.055 -0.160 -0.4211
C 2.980833 3.649165 -1.390083 -0.123 0.035 0.032 -0.5304
C 2.267279 2.631230 -0.516805 -0.175 0.027 0.024 -0.5745
H 3.280176 6.829454 -0.478217 -0.161 -0.076 0.093 0.2784
H 2.130050 6.817619 0.882863 0.050 -0.081 -0.131 0.3962
H 3.245823 5.469337 0.643905 -0.082 0.020 0.066 0.2577
H 0.977875 6.296529 -1.243949 0.117 -0.217 -0.160 0.3742
H 0.885259 4.922801 -0.161439 0.033 -0.038 0.096 0.2051
H 3.879969 4.032612 -0.896541 -0.016 -0.006 0.083 0.3386
H 3.319783 3.152087 -2.306103 -0.154 0.264 -0.001 0.3467
H 1.911494 3.071000 0.417666 0.121 -0.083 0.007 0.2273
H 2.941327 1.806552 -0.265101 -0.088 0.078 -0.016 0.3005
H 1.394923 2.223642 -1.039290 0.138 -0.015 0.045 0.0942
Cl -6.521222 -0.693090 -6.516470 -0.036 -0.033 0.023 -0.1960
C -6.374416 1.081996 -6.540768 0.038 0.342 -0.001 -0.4815
C -6.168878 1.660238 -5.149863 0.349 0.032 -0.243 -0.1163
Cl -7.622129 1.497386 -4.132402 -0.082 -0.055 0.024 -0.1851
H -7.269820 1.490418 -7.019219 0.134 -0.144 0.185 0.3515
H -5.513046 1.319067 -7.172692 -0.087 -0.027 0.209 0.3127
H -5.950386 2.729886 -5.220417 -0.072 -0.181 -0.045 0.3105
H -5.335273 1.176387 -4.630925 -0.210 0.035 -0.114 0.0402
```
Positions in Å, forces in eV/Å.

- Largest force on an atom: 4.724 eV/A
- Calculated total energy: -144304.043 eV
- Total charge: +1

Record 2
Here is a molecular structure, C14H41MgN4O8 in a non-equilibrium geometry from the Open Molecules 2025 dataset. Energies are from the ωB97M-V functional and the def2-TZVPD basis.

XYZ file:
```
68
Properties=species:S:1:pos:R:3:forces:R:3:nbo_charge:R:1
Mg -9.464850 20.490230 -13.043490 0.012 -1.614 -0.289 1.7737
N -9.000790 17.365550 -13.395760 -0.557 -0.365 -0.907 0.7550
O -9.955270 16.735300 -13.821740 -0.881 -0.936 -0.165 -0.5009
O -8.955880 18.589170 -13.631540 0.030 2.395 -0.054 -0.7084
O -8.067650 16.851860 -12.849770 1.209 -1.177 1.312 -0.4408
C -4.771230 16.308340 -13.788220 -0.507 -0.149 0.707 -0.6285
C -5.051010 17.758900 -14.123800 2.582 0.390 -3.061 -0.0641
C -5.743320 17.862470 -15.534080 -0.872 -0.457 -0.246 -0.0533
O -4.906230 17.503910 -16.608220 0.665 -0.031 -0.274 -0.5455
C -5.449360 17.664180 -17.928830 1.202 -0.624 0.498 -0.2581
N -5.699790 18.531090 -13.119550 -1.436 0.282 0.332 -0.8703
H -4.252420 16.274130 -12.830220 -0.062 -0.046 0.218 0.2021
H -4.125120 15.753310 -14.468340 -0.283 0.326 -0.378 0.2367
H -5.740090 15.822350 -13.673200 0.083 -0.460 0.021 0.2105
H -4.071740 18.223430 -14.239320 0.251 0.095 -0.403 0.1855
H -6.229650 18.785150 -15.850710 0.189 0.862 0.875 0.1546
H -6.574460 17.157720 -15.559290 -0.427 -0.413 0.391 0.1505
H -4.654570 17.293890 -18.576370 0.006 0.014 -0.027 0.2056
H -5.596850 18.703960 -18.220760 -0.395 0.181 0.331 0.1663
H -6.304890 17.020510 -18.133400 -0.378 0.203 0.310 0.1745
H -6.626360 18.129940 -13.144990 -0.620 0.211 0.649 0.3769
H -5.333710 18.246790 -12.222190 0.222 -0.101 0.233 0.3563
C -12.001390 20.001120 -16.322750 2.174 0.407 0.175 -0.6226
C -10.756890 20.129910 -15.372200 -1.691 1.220 -1.106 -0.0737
C -9.807000 21.343180 -15.699920 -2.224 -2.139 0.330 -0.0925
O -8.736800 21.172460 -14.761580 0.173 0.134 -1.240 -0.6340
C -7.521730 21.802030 -15.120280 0.707 2.283 0.257 -0.2637
N -11.272530 20.318010 -13.980890 0.995 0.439 -0.064 -1.0039
H -12.470120 20.981650 -16.406200 -0.492 -0.236 0.054 0.2073
H -12.625120 19.188040 -15.951350 -0.185 0.327 -0.113 0.2392
H -11.581850 19.737790 -17.293700 -0.422 -0.092 -0.236 0.2208
H -10.148390 19.238470 -15.524440 -0.165 -0.071 0.836 0.2436
H -10.394610 22.244410 -15.525020 0.462 0.466 -0.036 0.1829
H -9.603250 21.207520 -16.762070 0.934 0.393 0.153 0.2194
H -6.717710 21.665360 -14.397110 -0.303 -0.872 -0.041 0.2171
H -7.691020 22.876910 -15.056370 -0.146 0.343 -0.059 0.1789
H -7.145950 21.686730 -16.136940 -0.390 -0.961 0.006 0.2117
H -11.874020 19.545730 -13.732120 -0.015 -0.929 0.152 0.4440
H -11.887770 21.114000 -13.891570 -0.083 0.486 -0.627 0.3814
C -6.976550 19.934760 -9.944020 0.931 -0.046 1.684 -0.6407
C -8.108280 19.901120 -10.916320 0.719 -0.291 2.240 -0.1082
C -9.448170 20.406490 -10.252830 3.413 -0.602 -0.773 -0.0893
O -10.332280 19.948210 -11.227940 -2.684 0.310 0.641 -0.6262
C -11.632900 19.615500 -10.639480 -0.379 -0.033 -0.429 -0.2637
N -7.689910 20.718440 -12.076710 -0.452 0.253 0.809 -0.9772
H -7.151160 19.420200 -8.999120 -0.551 0.025 0.065 0.2358
H -6.743390 20.967280 -9.683940 0.091 0.165 0.108 0.2031
H -6.035590 19.467240 -10.234040 -0.098 0.108 -0.771 0.2353
H -8.211240 18.869010 -11.251340 -0.427 0.083 -0.136 0.2396
H -9.301060 21.478540 -10.121780 -0.788 0.526 -0.399 0.1800
H -9.608340 20.043760 -9.237520 -0.107 -0.607 -0.283 0.2180
H -12.244510 18.995240 -11.294700 0.584 -0.053 -0.412 0.2286
H -12.231940 20.505880 -10.448540 0.327 0.211 0.218 0.1932
H -11.465640 19.045600 -9.725510 0.083 0.168 -0.012 0.2027
H -6.832270 20.245090 -12.322640 0.425 -0.506 -1.368 0.4460
H -7.314250 21.578010 -11.702380 -0.228 0.595 0.167 0.3829
C -10.681970 13.506150 -12.116490 1.015 1.223 0.087 -0.2501
O -11.718090 14.431960 -12.519040 -0.763 -1.649 0.220 -0.7516
H -10.908140 12.576980 -11.593430 -1.558 0.250 -0.098 0.1882
H -10.091630 13.156680 -12.963520 0.082 0.434 -0.216 0.1716
H -10.042770 14.001310 -11.385510 0.393 0.143 -0.234 0.1651
H -11.477960 15.361410 -12.510540 0.878 -0.366 0.213 0.4774
C -13.536630 17.122470 -13.689020 -1.717 -1.818 0.111 -0.2576
O -12.367220 17.833230 -13.652120 0.685 1.574 0.167 -0.7906
H -13.363030 16.054500 -13.820890 0.149 -0.138 0.129 0.2003
H -14.075030 17.227260 -12.747080 0.001 0.115 0.089 0.1726
H -14.238410 17.371950 -14.484860 0.153 0.549 -0.247 0.1655
H -11.608450 17.362850 -14.005110 0.459 -0.404 -0.082 0.5151
```
Positions in Å, forces in eV/Å.

- Largest force on an atom: 4.023 eV/A
- Calculated total energy: -42959.125 eV
- Total charge: +1

Record 3
Here is 8 unconnected molecules or ions with the total composition C14H42BIO14S from the Open Molecules 2025 dataset. Energies are from the ωB97M-V functional and the def2-TZVPD basis.

XYZ file:
```
73
Properties=species:S:1:pos:R:3:forces:R:3:mulliken_charge:R:1
C 2.231984 -0.484224 0.223072 0.100 -0.058 -0.145 -1.2366
C 1.123098 -0.710823 -0.813312 0.078 -0.034 0.010 0.6566
C 0.595091 0.561511 -1.472948 0.002 0.028 0.003 -1.1545
C -0.351012 1.478013 -0.679383 -0.031 -0.024 -0.024 -1.3135
C -1.564115 0.841829 0.030558 0.009 0.210 -0.413 1.1239
C -2.417883 0.001445 -0.907332 -0.181 -0.160 -0.097 -0.9963
B -2.662147 -1.518674 -0.448850 -0.021 -0.061 0.047 1.4231
O -3.798221 -1.863953 0.227644 -0.114 0.064 -0.260 -0.6664
O -1.742587 -2.480495 -0.759781 0.307 0.535 0.319 -0.6643
O -1.145160 0.073016 1.208206 0.250 -0.146 -0.002 -0.1435
S -0.745752 1.019748 2.404021 -0.195 -0.126 -0.277 1.2284
O -1.382834 0.540671 3.570664 0.121 0.043 0.166 -0.6743
O 0.641275 1.328686 2.401939 0.076 -0.021 0.236 -0.6512
O -1.482342 2.325460 1.829730 -0.241 0.190 0.032 -0.0098
C -2.344407 1.981515 0.744042 0.106 -0.155 0.349 0.5460
O -2.568288 3.113075 0.042365 0.119 0.091 -0.163 -0.5575
I -4.230784 1.318324 1.662914 -0.122 0.050 -0.070 0.0559
H 2.286823 0.551175 0.562146 -0.083 -0.018 0.055 0.1803
H 2.109746 -1.112441 1.104309 -0.013 0.060 0.049 0.1997
H 3.198683 -0.729355 -0.216360 0.030 0.097 0.026 0.3158
H 1.526144 -1.329792 -1.617286 -0.011 -0.046 0.025 0.5507
H 0.307371 -1.285531 -0.388567 -0.153 0.004 0.003 -0.5343
H 0.118722 0.320555 -2.426384 -0.049 -0.102 0.027 0.3387
H 1.465177 1.179512 -1.720089 -0.064 0.053 -0.102 0.5923
H 0.211053 2.093644 0.022924 -0.019 -0.062 0.062 0.6504
H -0.789427 2.170389 -1.404422 0.110 0.067 0.024 0.3039
H -3.397653 0.476082 -1.021742 0.032 0.047 -0.026 0.3729
H -1.950577 0.004471 -1.889776 0.019 -0.053 -0.072 -0.7180
H -4.443920 -1.145389 0.166621 0.140 -0.091 0.298 0.1512
H -1.407454 -2.989019 0.005397 -0.310 -0.560 -0.271 0.3213
H -2.755504 2.886665 -0.880410 -0.051 0.025 0.116 0.4108
C -5.310864 -0.648704 -3.448880 0.015 0.007 0.029 -0.5593
O -5.475782 -0.720382 -2.037086 -0.075 -0.042 0.004 -0.4603
H -4.828956 0.301363 -3.663604 0.016 0.004 -0.023 0.1961
H -4.666722 -1.448690 -3.821531 0.013 0.002 0.000 0.2138
H -6.271595 -0.687718 -3.968509 0.001 0.020 0.000 0.3295
H -5.894159 -1.561029 -1.827424 0.034 0.001 0.018 0.2881
C -1.877568 6.126859 2.591089 -0.010 0.031 -0.026 -0.5771
O -0.880219 5.395063 1.900767 0.011 -0.024 0.082 -0.5047
H -1.712013 7.179574 2.368780 -0.012 0.001 0.008 0.2449
H -2.885776 5.858710 2.260464 0.003 -0.010 -0.007 0.2382
H -1.814886 5.990517 3.674839 0.010 -0.007 0.000 0.2548
H -1.015370 4.460032 2.084271 0.020 0.007 -0.089 0.3081
C 3.403179 -0.627742 4.335933 0.037 -0.065 -0.038 -0.3710
O 2.196222 -0.930635 3.655326 -0.026 0.020 0.150 -0.3741
H 3.954495 -1.560295 4.446681 -0.003 -0.002 0.010 0.2462
H 4.022457 0.071252 3.766549 -0.011 0.005 -0.010 -0.0050
H 3.215449 -0.219144 5.333810 0.007 0.009 -0.003 0.2873
H 1.732448 -0.099455 3.505329 -0.006 -0.015 -0.136 0.2580
C -1.529860 -1.535784 -4.382163 0.026 0.015 0.048 -0.5647
O -1.943772 -0.173901 -4.298000 -0.001 0.032 -0.016 -0.4675
H -1.685687 -1.977626 -3.399479 0.007 -0.014 0.001 0.1467
H -2.113701 -2.092034 -5.120202 -0.013 0.008 0.009 0.3274
H -0.468471 -1.622061 -4.628754 0.000 0.011 -0.004 0.2985
H -1.793156 0.252117 -5.146529 0.018 -0.043 0.008 0.2782
C -0.813399 -4.985453 2.182030 -0.085 -0.027 -0.035 -0.7043
O -0.508608 -3.962992 1.237907 0.095 0.312 0.103 -0.4606
H -1.206255 -5.826694 1.616318 0.000 -0.004 0.012 0.2674
H 0.082588 -5.304871 2.716601 0.006 0.000 -0.012 0.2631
H -1.567499 -4.659674 2.901087 -0.001 0.015 -0.010 0.2956
H -0.113333 -3.219790 1.709961 0.092 -0.090 0.018 0.2234
C 4.731481 -2.189442 -3.189720 0.000 -0.014 0.042 -0.5898
O 4.035977 -1.085649 -2.630071 0.006 0.000 -0.113 -0.3944
H 4.977451 -2.854220 -2.364576 0.006 -0.009 -0.009 0.2204
H 4.117666 -2.741512 -3.907174 -0.009 0.003 0.004 0.2709
H 5.661221 -1.884566 -3.677841 0.002 0.008 0.007 0.2596
H 3.812210 -0.475616 -3.338340 0.006 0.011 0.027 0.2449
C 6.287906 1.736288 2.318097 0.007 -0.018 0.006 -0.6609
O 5.082523 1.469120 1.620350 0.000 0.045 0.027 -0.4190
H 6.830415 0.794900 2.377485 0.011 0.007 0.007 0.2153
H 6.915270 2.464144 1.795709 -0.006 -0.003 -0.013 0.2863
H 6.105793 2.094853 3.335707 -0.013 -0.006 0.000 0.2791
H 4.577776 2.284825 1.554896 -0.020 -0.030 -0.001 0.2695
```
Positions in Å, forces in eV/Å.

- SMILES: CCCC[C@@]1(CB(O)O)OS(=O)(=O)O[C@]1(O)I.CO.CO.CO.CO.CO.CO.CO
- Largest force on an atom: 0.695 eV/A
- Calculated total energy: -63475.820 eV

Question: What is the largest force on an atom in the second record?
Answer: 4.023 eV/A

Question: The highest largest force on an atom belongs to which entry?
Answer: C14H40BCl7CsF4LiN3O3P2

Question: The highest largest force on an atom belongs to which entry?
Answer: C14H40BCl7CsF4LiN3O3P2